Record 1
Below is a 13-piece molecular cluster, C16H59N25O13 overall in a non-equilibrium geometry, with properties calculated with the ωB97M-V functional and the def2-TZVPD basis.

Atoms and positions in Å:
C 2.5540 -5.4192 0.0457
C 3.7682 -5.3716 -0.8696
C 4.1032 -3.9697 -1.3751
O 3.1362 -3.2843 -2.1342
C 2.3066 -2.4388 -1.4017
N 4.9437 -5.9431 -0.1479
H 1.6440 -4.9120 -0.2581
H 2.8883 -4.8437 0.9196
H 2.3736 -6.4409 0.3721
H 3.6738 -6.0377 -1.7324
H 4.9003 -4.1670 -2.1011
H 4.4628 -3.3359 -0.5506
H 2.8426 -1.5899 -0.9535
H 1.6892 -2.9169 -0.6326
H 1.5472 -1.9448 -2.0125
H 5.2693 -5.1111 0.3610
H 5.7184 -6.0016 -0.8105
C 3.4119 1.0130 -3.1025
O 4.2304 1.1070 -4.0087
N 2.0902 0.7328 -3.2379
N 3.7789 1.0189 -1.7881
H 1.6060 0.8482 -2.3474
H 1.6054 0.6766 -4.1057
H 3.0700 0.8428 -1.0928
H 4.7461 0.8452 -1.5924
C -0.7782 3.1114 -2.8711
O -1.7914 2.4754 -2.6011
N 0.0542 3.6141 -1.9081
N -0.3192 3.3069 -4.1318
H -0.2679 3.4457 -0.9651
H 0.6777 4.3819 -2.0723
H 0.5894 3.6930 -4.3063
H -0.8874 2.9728 -4.8952
C 1.3915 0.8156 5.9233
O 0.9642 0.8823 7.0652
N 0.9990 -0.1193 5.0238
N 2.5250 1.5165 5.5332
H 0.2060 -0.7216 5.1252
H 1.5193 -0.2339 4.1591
H 3.3163 1.0833 5.0975
H 2.6079 2.4156 5.9682
C 3.5610 -1.4187 2.4829
O 2.6296 -0.6935 2.8017
N 4.7325 -0.9410 1.9573
N 3.4843 -2.7919 2.4083
H 5.5428 -1.5297 1.9192
H 4.7136 -0.0262 1.5468
H 2.7023 -3.1387 2.9528
H 4.3639 -3.2800 2.4606
C 0.0523 0.8790 0.1009
O 0.9622 0.7355 -0.7248
N 0.2242 0.5556 1.4066
N -1.2224 1.2617 -0.1539
H 1.0892 0.2086 1.7808
H -0.5861 0.6331 2.0209
H -1.7860 1.4714 0.6552
H -1.6440 1.5034 -1.0527
C -5.1896 -0.8347 -2.0101
O -6.3482 -0.7616 -2.4073
N -4.6102 0.0142 -1.1185
N -4.3974 -1.8748 -2.3738
H -3.7155 -0.1508 -0.6941
H -5.0741 0.8754 -0.8530
H -3.4355 -2.0001 -2.0990
H -4.7106 -2.4742 -3.1137
C -1.3062 -1.5899 -4.0658
O -1.7420 -2.3220 -3.1768
N -0.5552 -0.4810 -3.7865
N -1.6604 -1.8002 -5.3568
H -0.1758 0.0353 -4.5532
H -0.6937 -0.2510 -2.8169
H -1.4008 -1.1583 -6.0853
H -2.4189 -2.4375 -5.5089
C 0.1736 4.1716 1.9921
O -0.9302 3.8367 1.5648
N 0.6401 3.8958 3.2406
N 1.0980 4.8315 1.2375
H 1.3150 4.5619 3.5814
H 0.0750 3.5083 3.9778
H 2.0257 5.0129 1.5709
H 0.8356 5.1576 0.3271
C 0.0788 -3.7256 3.3122
O -0.0382 -4.9378 3.2643
N 0.8259 -3.1509 4.3016
N -0.5522 -2.8762 2.4715
H 1.2629 -3.7887 4.9396
H 0.8034 -2.1494 4.3917
H -1.0764 -3.2988 1.7251
H -0.1512 -1.9706 2.2789
C -4.3771 3.2710 0.2634
O -5.3111 2.7352 -0.3213
N -3.2959 3.7714 -0.3668
N -4.3127 3.3399 1.6241
H -3.1632 3.7426 -1.3616
H -2.5454 4.1361 0.2076
H -3.5621 3.8038 2.0947
H -5.0179 2.8611 2.1519
C -2.1564 1.3680 4.1315
O -1.8874 0.6543 3.1734
N -2.1417 2.7274 4.0294
N -2.3508 0.8969 5.3954
H -1.8793 3.1134 3.1209
H -2.4545 3.3608 4.7428
H -2.0908 -0.0620 5.5355
H -2.5454 1.5058 6.1663
C -3.4953 0.9088 -5.5957
O -2.4066 0.9653 -6.1740
N -4.6603 1.0469 -6.2952
N -3.6438 0.8470 -4.2603
H -5.5267 0.8405 -5.8281
H -4.6639 1.0993 -7.2949
H -4.5577 0.9513 -3.8500
H -2.8916 0.8241 -3.5970

Forces on the atoms, in the same order (eV/Å):
C 0.890 0.244 0.846
C -0.423 -0.693 -0.455
C 0.391 -0.296 -0.871
O -0.316 -0.371 -0.003
C -1.085 1.105 0.574
N 0.126 1.641 -0.011
H 0.030 -0.309 -0.585
H -0.248 -0.221 0.220
H -0.211 0.032 -0.035
H -0.499 0.223 -0.098
H 0.338 0.462 0.259
H 0.044 -0.012 0.036
H 0.283 -0.280 0.153
H 0.446 -0.256 0.156
H 0.348 -0.304 -0.642
H 0.037 -0.512 0.657
H -0.234 -0.464 -0.220
C 0.532 -1.122 -1.184
O -0.265 0.281 0.081
N 0.131 0.682 0.980
N 0.188 0.563 0.749
H -0.779 -0.360 -0.750
H 0.358 0.209 -0.236
H 0.161 -0.145 0.135
H 0.015 0.088 -0.020
C 1.218 0.153 -0.392
O -0.202 0.057 -0.222
N -0.636 -0.071 0.683
N -0.675 -0.085 -0.175
H 0.159 0.066 0.038
H 0.054 -0.084 -0.209
H 0.019 -0.064 -0.059
H 0.060 -0.070 -0.052
C 1.223 -1.667 1.315
O -0.982 0.851 -0.535
N 0.118 0.030 -1.120
N -0.699 0.794 -0.325
H -0.235 0.396 0.786
H -0.109 0.315 0.097
H -0.131 0.012 -0.256
H 0.531 -0.204 0.317
C 0.765 -0.858 -1.588
O -0.167 0.135 -0.011
N -0.388 0.306 0.627
N -0.460 0.905 1.001
H 0.055 0.165 -0.394
H 0.304 0.109 0.198
H 0.190 -0.432 0.053
H -0.219 -0.326 -0.040
C 0.197 -0.993 0.448
O -0.324 0.290 -0.070
N -0.398 0.230 0.370
N -0.604 0.174 -0.097
H 0.305 0.105 -0.310
H 0.447 -0.086 0.061
H -0.088 -0.055 -0.057
H 0.761 0.091 0.120
C -0.191 -1.155 0.332
O 0.226 0.809 -0.205
N -0.129 0.880 0.206
N 0.328 -0.485 -0.009
H 0.056 -0.248 -0.220
H -0.162 -0.139 -0.056
H -0.007 0.261 -0.211
H -0.204 0.039 0.063
C -1.024 -0.187 -0.012
O 0.392 0.223 0.186
N -0.660 -1.623 -0.040
N 0.636 -0.138 -0.281
H -0.239 0.711 0.338
H 0.905 0.776 -0.073
H -0.333 0.172 0.047
H 0.131 -0.143 -0.055
C 0.296 -0.084 0.077
O -0.013 0.145 0.032
N 0.491 0.504 0.566
N -0.410 0.065 -0.204
H 0.145 -0.236 0.069
H -0.399 -0.225 -0.402
H 0.026 -0.056 -0.059
H -0.016 0.016 -0.002
C -0.198 -1.343 0.435
O -0.053 -0.089 -0.220
N 0.116 0.594 -0.658
N -0.107 0.732 -0.420
H -0.028 0.250 0.300
H 0.526 -0.553 0.414
H 0.076 -0.073 -0.035
H -0.141 0.052 -0.039
C -0.277 -0.599 -0.500
O -0.087 0.107 0.146
N 0.773 0.855 0.506
N -0.171 0.070 0.200
H -0.300 -0.293 -0.043
H -0.020 -0.160 -0.371
H 0.009 -0.025 0.051
H -0.046 0.057 -0.010
C 0.622 0.442 0.758
O -0.362 -0.232 0.215
N 0.037 0.558 -0.662
N -0.209 -0.310 -0.773
H -0.228 -0.177 0.183
H -0.045 -0.189 0.139
H -0.295 -0.021 0.296
H 0.194 -0.120 0.145
C 0.593 0.942 -0.424
O 0.257 -0.169 0.146
N -0.633 -0.234 0.436
N -0.787 -0.299 0.380
H -0.074 0.014 -0.167
H 0.292 -0.101 -0.009
H -0.013 -0.093 -0.023
H 0.385 0.148 -0.418

Output
DFT total energy	-2992.56581	a.u.
lowest unoccupied orbital energy	-0.43	eV
HOMO	-8.9	eV
energy above the lowest of the compared OMol25 structures with the same formula, charge and spin	0.0	kcal per mole

Record 2
Below is C37H29F6N7O5S5Ti as an isolated structure in a non-equilibrium geometry, with properties calculated with the ωB97M-V functional and the def2-TZVPD basis.

Atoms and positions in Å:
Ti 0.4985 -0.4986 -0.9667
S -1.4503 -1.9036 -1.4021
C -0.7725 -3.5061 -1.1578
C -1.5707 -4.5315 -0.6514
C -1.0546 -5.7931 -0.3833
C -1.9163 -6.8191 0.1630
N -2.6135 -7.6220 0.6034
C 0.2973 -6.0461 -0.6333
C 1.0924 -5.0399 -1.1658
C 0.5801 -3.7726 -1.4410
S 1.5943 -2.5526 -2.1518
C 0.8832 -7.3366 -0.3402
N 1.3724 -8.3530 -0.1123
H -2.6168 -4.3327 -0.4544
H 2.1367 -5.2383 -1.3744
F 2.1032 2.4659 -4.1469
C 1.5820 1.5356 -4.9452
F 0.3471 1.8981 -5.2788
F 2.3210 1.4554 -6.0486
S 1.5213 -0.0976 -4.1013
O 0.5153 0.1592 -3.0619
O 1.2182 -1.0094 -5.1487
N 3.0355 -0.1635 -3.5774
S 3.4794 -0.0921 -2.0811
O 2.3766 0.3192 -1.1776
O 4.3856 -1.1006 -1.6371
C 4.5378 1.4037 -1.9625
F 3.8472 2.5276 -2.1049
F 5.0852 1.4011 -0.7380
F 5.5045 1.3605 -2.8674
O 1.8885 1.5071 1.2982
C 1.2531 2.5811 2.0026
C 1.2371 2.3766 3.5122
C 0.4849 1.1358 4.0107
C -0.9827 1.1888 3.6738
C -1.8814 1.8686 4.4984
C -3.2163 1.9251 4.1379
C -3.6209 1.3077 2.9634
C -2.6644 0.6485 2.2103
N -1.3765 0.5895 2.5528
H 2.7794 1.4135 1.6528
H 0.2428 2.6243 1.5978
H 1.7572 3.5239 1.7786
H 0.7995 3.2686 3.9740
H 2.2802 2.3101 3.8441
H 0.5999 1.0534 5.0936
H 0.9172 0.2445 3.5511
H -1.5309 2.3345 5.4142
H -3.9326 2.4399 4.7673
H -4.6528 1.3339 2.6373
H -2.9304 0.1424 1.2878
N 3.0522 -3.9176 4.5614
C 1.8339 -3.3357 4.5028
S 0.8621 -3.2240 5.8270
C 1.4827 -2.7526 3.1777
C 2.4649 -2.3533 2.2784
C 2.1090 -1.7444 1.0961
N 0.8284 -1.5019 0.7458
C -0.1160 -1.9640 1.5839
C 0.1684 -2.5673 2.7899
H 3.2497 -4.4007 5.4221
H 3.4261 -4.3353 3.7211
H 3.5160 -2.4768 2.5008
H 2.8739 -1.4565 0.3967
H -1.1319 -1.8315 1.2538
H -0.6358 -2.8945 3.4353
N -0.5612 0.9627 -0.7433
C -1.2828 1.8128 -1.3637
C -0.7141 3.1025 -1.8617
C 0.5779 3.4625 -1.4755
C 1.1480 4.6369 -1.9349
C 0.4444 5.4630 -2.8039
C -0.8355 5.1073 -3.2044
C -1.4168 3.9381 -2.7299
C -2.7432 1.5686 -1.6261
C -3.1462 0.7052 -2.6375
C -4.4981 0.4640 -2.8541
C -5.4547 1.0881 -2.0637
C -5.0551 1.9675 -1.0617
C -3.7038 2.2121 -0.8513
H 1.1288 2.7911 -0.8253
H 2.1523 4.9036 -1.6265
H 0.8980 6.3749 -3.1752
H -1.3844 5.7402 -3.8908
H -2.4169 3.6671 -3.0445
H -2.3959 0.2169 -3.2476
H -4.8015 -0.2188 -3.6406
H -6.5093 0.8888 -2.2247
H -5.7970 2.4645 -0.4454
H -3.3874 2.9016 -0.0735

Forces on the atoms, in the same order (eV/Å):
Ti -0.708 -0.510 -2.133
S -0.123 -0.268 0.158
C -0.341 -0.028 0.065
C -0.058 0.145 -0.011
C -0.359 -0.334 0.198
C 0.204 0.261 -0.110
N 0.044 0.062 -0.041
C 0.276 -0.359 0.042
C 0.075 -0.121 0.007
C 0.204 0.084 -0.172
S 0.100 -0.531 0.348
C -0.129 0.293 -0.092
N -0.027 0.074 0.000
H 0.018 -0.011 0.018
H -0.055 0.013 0.013
F -0.071 -0.011 -0.098
C -0.009 0.044 0.127
F -0.078 0.054 -0.081
F 0.084 0.048 -0.099
S -0.316 0.790 0.395
O 0.727 0.033 -0.882
O 0.270 -0.117 0.205
N -0.338 -0.373 0.214
S -0.398 0.553 0.069
O 1.143 -0.274 -0.155
O -0.220 -0.046 -0.154
C -0.190 0.041 0.133
F 0.044 0.062 -0.046
F 0.039 0.107 -0.096
F 0.170 0.068 -0.109
O -0.113 0.275 0.413
C -0.049 -0.450 -0.055
C 0.078 -0.005 -0.008
C -0.056 -0.034 -0.242
C -0.066 0.057 0.122
C 0.037 0.005 0.014
C 0.028 0.028 0.011
C -0.052 0.031 0.021
C 0.157 -0.012 -0.019
N -0.035 -0.051 -0.041
H 0.066 -0.018 -0.090
H -0.047 0.005 -0.042
H -0.004 0.111 -0.059
H 0.089 0.024 -0.014
H -0.038 0.071 0.127
H 0.063 -0.007 -0.016
H -0.054 -0.014 0.019
H -0.022 -0.034 -0.071
H 0.008 0.000 -0.018
H 0.030 -0.028 0.002
H 0.004 0.019 -0.057
N -0.084 -0.297 -0.123
C -0.122 0.068 0.082
S 0.054 0.101 -0.155
C -0.034 -0.005 0.013
C 0.240 0.048 0.062
C -0.196 0.016 0.030
N 0.619 -1.008 2.233
C 0.030 0.214 -0.172
C -0.178 -0.209 0.233
H 0.072 -0.021 0.048
H 0.068 0.138 0.020
H 0.008 0.040 -0.027
H 0.065 0.114 -0.139
H -0.104 0.083 -0.018
H -0.005 0.051 -0.037
N -0.746 0.966 -0.418
C 0.080 0.163 0.374
C 0.019 -0.098 0.181
C 0.106 0.017 0.019
C -0.002 -0.019 0.008
C 0.009 0.034 -0.024
C 0.005 -0.037 0.032
C 0.017 0.012 0.011
C 0.124 -0.031 0.032
C -0.055 -0.017 -0.031
C 0.012 0.022 -0.003
C 0.023 0.019 0.039
C 0.022 -0.028 -0.039
C -0.107 0.002 0.051
H -0.022 0.026 -0.012
H -0.012 -0.011 -0.017
H -0.023 -0.024 0.014
H -0.006 -0.002 0.002
H 0.007 -0.004 0.000
H 0.000 -0.031 0.026
H 0.023 0.039 0.069
H 0.077 0.028 0.004
H 0.033 -0.028 -0.030
H -0.018 -0.052 -0.047

Output
charge	-1
DFT total energy	-5626.65924	a.u.
lowest unoccupied orbital energy (alpha / beta)	1.01 / 0.98	eV
HOMO (alpha / beta)	-4.2 / -4.9	eV
2S+1	2
energy above the lowest of the compared OMol25 structures with the same formula, charge and spin	38.2	kcal per mole

Record 3
Below is an isolated molecule of C15H18N2O3, with properties calculated with the ωB97M-V functional and the def2-TZVPD basis.

Atoms and positions in Å:
C -0.9641 -1.2091 -3.3567
C 0.1613 -0.5925 -2.5192
C -0.4623 0.1969 -1.3707
O -0.7124 1.3781 -1.4773
N -0.7271 -0.5313 -0.2556
C -0.3427 -1.8801 -0.1662
C -0.8303 -2.7363 0.8136
C -0.3471 -4.0301 0.9175
C 0.6310 -4.4841 0.0515
C 1.1006 -3.6550 -0.9516
C 0.6082 -2.3654 -1.0747
O 1.0846 -1.5698 -2.0759
H 1.8494 -3.9858 -1.6531
H 1.0178 -5.4868 0.1433
H -0.7369 -4.6794 1.6860
H -1.5920 -2.4021 1.4986
C -1.4431 0.0672 0.8608
H -0.9804 -0.2755 1.7917
C -1.4666 1.6044 0.8727
O -2.5149 2.2071 0.7666
N -0.3064 2.2097 1.1762
C 0.9947 1.6011 1.3625
C 1.9662 2.7808 1.3111
H 2.8642 2.6009 1.8988
C 1.1254 3.9415 1.8381
C -0.2362 3.6618 1.2158
H -1.0769 4.0523 1.7916
H -0.3049 4.0552 0.1960
H 1.5210 4.9127 1.5505
H 1.0613 3.8959 2.9262
H 2.2542 2.9742 0.2775
H 1.2182 0.8633 0.5892
H 1.0385 1.1027 2.3412
H -2.4913 -0.2520 0.8345
H 0.7433 0.1024 -3.1326
H -1.5390 -1.9139 -2.7580
H -1.6239 -0.4224 -3.7115
H -0.5415 -1.7367 -4.2084

Forces on the atoms, in the same order (eV/Å):
C 0.303 0.038 0.161
C -0.421 0.289 -0.448
C 0.474 0.039 -0.497
O -0.060 -0.018 -0.295
N -0.071 0.035 0.329
C 0.317 -0.263 -0.230
C -0.006 0.056 -0.074
C 0.026 -0.058 0.046
C -0.034 -0.014 0.018
C -0.079 0.264 -0.065
C -0.121 -0.250 0.141
O 0.183 -0.130 0.307
H 0.087 -0.034 -0.108
H 0.036 -0.099 0.006
H -0.035 -0.054 0.071
H -0.065 0.075 0.069
C -0.321 0.201 -0.029
H -0.049 -0.023 -0.079
C 0.014 -0.350 0.313
O -0.280 0.057 -0.072
N 0.124 0.334 0.152
C 0.276 -0.410 0.098
C -0.057 -0.022 0.096
H 0.046 -0.036 -0.049
C -0.037 -0.089 -0.134
C -0.276 0.275 0.040
H 0.075 0.043 -0.096
H -0.034 0.059 0.041
H -0.004 0.055 0.042
H -0.008 0.029 0.037
H 0.038 -0.013 -0.034
H -0.002 0.002 0.063
H 0.088 -0.020 -0.107
H 0.163 0.094 0.119
H -0.157 -0.050 0.244
H -0.078 -0.047 0.014
H -0.078 0.060 -0.034
H 0.022 -0.026 -0.056

Output
DFT total energy	-917.65211	a.u.
lowest unoccupied orbital energy	0.73	eV
HOMO	-8.5	eV
SMILES	C[C@@H]1Oc2ccccc2N(CC(=O)N2CCCC2)C1=O
energy above the lowest of the compared OMol25 structures with the same formula, charge and spin	18.4	kcal per mole

> Which of these has the lowest energy above the lowest of the compared OMol25 structures with the same formula, charge and spin?

C16H59N25O13

Please write out number 3 again, unchanged.
Below is an isolated molecule of C15H18N2O3, with properties calculated with the ωB97M-V functional and the def2-TZVPD basis.

Atoms and positions in Å:
C -0.9641 -1.2091 -3.3567
C 0.1613 -0.5925 -2.5192
C -0.4623 0.1969 -1.3707
O -0.7124 1.3781 -1.4773
N -0.7271 -0.5313 -0.2556
C -0.3427 -1.8801 -0.1662
C -0.8303 -2.7363 0.8136
C -0.3471 -4.0301 0.9175
C 0.6310 -4.4841 0.0515
C 1.1006 -3.6550 -0.9516
C 0.6082 -2.3654 -1.0747
O 1.0846 -1.5698 -2.0759
H 1.8494 -3.9858 -1.6531
H 1.0178 -5.4868 0.1433
H -0.7369 -4.6794 1.6860
H -1.5920 -2.4021 1.4986
C -1.4431 0.0672 0.8608
H -0.9804 -0.2755 1.7917
C -1.4666 1.6044 0.8727
O -2.5149 2.2071 0.7666
N -0.3064 2.2097 1.1762
C 0.9947 1.6011 1.3625
C 1.9662 2.7808 1.3111
H 2.8642 2.6009 1.8988
C 1.1254 3.9415 1.8381
C -0.2362 3.6618 1.2158
H -1.0769 4.0523 1.7916
H -0.3049 4.0552 0.1960
H 1.5210 4.9127 1.5505
H 1.0613 3.8959 2.9262
H 2.2542 2.9742 0.2775
H 1.2182 0.8633 0.5892
H 1.0385 1.1027 2.3412
H -2.4913 -0.2520 0.8345
H 0.7433 0.1024 -3.1326
H -1.5390 -1.9139 -2.7580
H -1.6239 -0.4224 -3.7115
H -0.5415 -1.7367 -4.2084

Forces on the atoms, in the same order (eV/Å):
C 0.303 0.038 0.161
C -0.421 0.289 -0.448
C 0.474 0.039 -0.497
O -0.060 -0.018 -0.295
N -0.071 0.035 0.329
C 0.317 -0.263 -0.230
C -0.006 0.056 -0.074
C 0.026 -0.058 0.046
C -0.034 -0.014 0.018
C -0.079 0.264 -0.065
C -0.121 -0.250 0.141
O 0.183 -0.130 0.307
H 0.087 -0.034 -0.108
H 0.036 -0.099 0.006
H -0.035 -0.054 0.071
H -0.065 0.075 0.069
C -0.321 0.201 -0.029
H -0.049 -0.023 -0.079
C 0.014 -0.350 0.313
O -0.280 0.057 -0.072
N 0.124 0.334 0.152
C 0.276 -0.410 0.098
C -0.057 -0.022 0.096
H 0.046 -0.036 -0.049
C -0.037 -0.089 -0.134
C -0.276 0.275 0.040
H 0.075 0.043 -0.096
H -0.034 0.059 0.041
H -0.004 0.055 0.042
H -0.008 0.029 0.037
H 0.038 -0.013 -0.034
H -0.002 0.002 0.063
H 0.088 -0.020 -0.107
H 0.163 0.094 0.119
H -0.157 -0.050 0.244
H -0.078 -0.047 0.014
H -0.078 0.060 -0.034
H 0.022 -0.026 -0.056

Output
DFT total energy	-917.65211	a.u.
lowest unoccupied orbital energy	0.73	eV
HOMO	-8.5	eV
SMILES	C[C@@H]1Oc2ccccc2N(CC(=O)N2CCCC2)C1=O
energy above the lowest of the compared OMol25 structures with the same formula, charge and spin	18.4	kcal per mole

> DFT total energy of number 1 (C16H59N25O13)?

-2992.56581 a.u.

> Among the records above, which one has the highest DFT total energy?

C15H18N2O3